i) A single CH7N2P3 molecule. Source: the OMol25 dataset; level of theory: wB97M-V/def2-TZVPD.

Computed properties:
E_HOMO, eV: -8.496
SMILES: CN(P)/P=N/P

Each line ends with the Mulliken charge.
Geometry (Å):
1 H 0.938 -1.721 1.075  0.252
2 H 1.683 -1.673 -0.546  0.389
3 N 0.934 0.102 0.073  0.038
4 P -3.219 0.400 -0.085  -0.120
5 H 2.338 2.041 -0.002  0.030
6 C 0.873 -1.420 0.043  -0.784
7 N -1.534 0.053 -0.124  -0.138
8 P 2.554 0.669 0.003  -0.112
9 H -3.486 -0.452 1.008  0.047
10 H -3.214 1.700 0.691  0.015
11 H 2.689 0.904 -1.492  0.043
12 P -0.406 1.113 -0.222  0.039
13 H -0.149 -1.717 -0.422  0.301

ii) A single CH7N2P3 molecule. Source: the OMol25 dataset; level of theory: wB97M-V/def2-TZVPD.

Computed properties:
E_HOMO (alpha / beta), eV: -7.830 / -7.831
SMILES: CP/N=P/NP

Each line ends with the Mulliken charge.
Geometry (Å):
1 P 2.060 -1.984 -2.965  -0.026
2 H -1.531 2.259 0.789  0.021
3 P 0.661 0.196 -1.386  0.134
4 H -1.576 2.030 3.352  0.227
5 H -0.868 0.315 3.442  0.282
6 C -1.480 0.928 2.796  -0.904
7 N -0.034 0.340 0.065  -0.126
8 H 1.147 -1.931 -3.919  0.057
9 N 1.008 -1.405 -1.658  -0.340
10 H 2.353 -0.637 -3.502  0.030
11 P -0.345 1.432 1.219  -0.038
12 H -2.470 0.573 2.736  0.331
13 H 1.074 -2.115 -0.969  0.354

Question: which arrangement is favored energetically? Ranking from most to least stable: i), ii).

i) C39H44ClN2O2P2Ti as an isolated structure. Source: the OMol25 dataset; level of theory: wB97M-V/def2-TZVPD.

Computed properties:
⟨S²⟩: 2.069
Charge: -1
2S+1: 3
E_HOMO (alpha / beta), eV: -2.300 / -4.445

Each line ends with the Mulliken spin population.
Geometry (Å):
1 Cl -0.593 -0.440 -7.772  0.015
2 C 2.613 3.252 -0.085  0.014
3 H 0.838 -1.005 3.968  0.003
4 H 0.524 2.210 -1.870  0.120
5 C -0.094 0.114 -6.193  0.156
6 C -2.006 -2.227 -4.236  -0.053
7 H -2.533 1.530 2.006  -0.001
8 H -3.334 2.773 1.024  0.002
9 H -4.724 -1.228 0.916  -0.001
10 H 0.292 -0.121 5.421  0.000
11 C -0.722 1.216 -5.628  -0.088
12 H 3.406 4.363 2.257  0.001
13 C 3.441 3.850 4.318  0.000
14 H -0.133 -2.548 2.126  -0.002
15 H -2.908 -1.688 -4.505  -0.001
16 P 1.171 2.930 1.002  -0.017
17 H 3.233 3.162 6.345  0.000
18 C -1.306 -1.034 1.144  -0.025
19 C 0.570 4.688 1.025  0.001
20 C -2.085 2.446 -1.141  -0.003
21 C -2.203 -3.041 2.252  -0.010
22 H -0.883 -0.946 4.376  -0.002
23 C -2.892 0.392 -0.187  -0.002
24 C 1.812 2.243 5.026  -0.001
25 C -0.205 -2.619 -2.653  0.067
26 C -2.632 -0.740 0.781  0.046
27 C 1.293 2.147 3.734  0.003
28 H 2.040 -0.678 -3.704  -0.006
29 H -3.081 2.908 -1.184  0.000
30 H 1.172 -6.694 0.038  -0.002
31 C 1.271 -0.142 -4.249  0.157
32 C 0.447 -2.298 -1.364  0.173
33 H -1.914 1.901 -2.069  0.007
34 H 1.380 5.396 1.219  0.000
35 P -0.190 1.110 3.354  -0.002
36 C 0.818 -4.704 -0.677  0.071
37 C -3.714 -1.518 1.196  -0.016
38 H 2.240 3.633 -1.037  0.002
39 C 1.157 -3.349 -0.599  0.037
40 C 0.051 -0.382 4.388  0.003
41 H -1.040 1.952 5.546  -0.001
42 H -2.008 -3.444 -6.014  0.009
43 H 2.425 -1.932 0.386  0.022
44 C -1.359 -1.933 -3.044  0.049
45 H -1.482 1.748 -6.185  -0.001
46 H 1.217 -4.106 -3.269  0.000
47 H 3.285 4.001 0.334  0.005
48 H -1.627 2.962 1.503  -0.001
49 H 1.404 -1.403 -5.981  0.003
50 N 0.355 -1.086 -0.860  -0.037
51 H -4.352 -3.273 2.268  0.002
52 O 2.143 0.621 0.889  0.000
53 H -0.808 2.517 -3.938  0.005
54 H -1.342 3.242 -1.050  0.001
55 H -2.337 1.390 4.471  0.000
56 C -1.141 -2.231 1.866  0.072
57 C 2.165 -2.978 0.298  0.071
58 C 2.868 3.087 5.327  0.001
59 C -3.510 -2.671 1.943  0.021
60 H 0.084 -4.621 -5.394  -0.003
61 C -1.504 -3.210 -5.084  0.078
62 H 3.167 2.332 -0.258  -0.005
63 H 1.890 0.967 -1.844  0.003
64 H 0.013 -5.014 -1.334  0.004
65 C 2.477 -5.271 0.982  0.077
66 N -1.976 1.535 -0.014  0.003
67 H 1.375 1.649 5.821  0.000
68 H -2.012 -3.965 2.791  0.000
69 C -2.386 2.242 1.203  0.005
70 H -0.195 4.820 1.794  0.000
71 H 3.594 -3.607 1.760  -0.002
72 H -1.584 2.967 4.190  0.000
73 C -1.391 1.938 4.509  -0.001
74 H -3.935 0.736 -0.102  0.002
75 C 2.944 3.761 3.029  0.001
76 H 0.120 4.928 0.056  -0.001
77 H 4.270 4.513 4.535  0.000
78 C 2.818 -3.925 1.073  -0.044
79 H -1.732 -1.170 -2.377  0.047
80 Ti 0.318 0.170 0.426  0.358
81 C 0.301 -3.586 -3.529  0.083
82 C 0.628 0.941 -3.621  0.084
83 C 1.469 -5.653 0.104  -0.043
84 C -0.339 -3.877 -4.728  -0.040
85 C 1.872 2.924 2.714  0.012
86 H 2.987 -6.010 1.590  0.009
87 H -2.761 0.036 -1.209  -0.012
88 C 0.975 1.323 -2.294  0.416
89 O 1.473 -0.268 1.838  0.008
90 C 0.916 -0.556 -5.519  -0.069
91 C -0.352 1.628 -4.361  0.161

ii) C39H44ClN2O2P2Ti as an isolated structure. Source: the OMol25 dataset; level of theory: wB97M-V/def2-TZVPD.

Computed properties:
⟨S²⟩: 2.053
Charge: -1
2S+1: 3
E_HOMO (alpha / beta), eV: -2.588 / -3.956

Each line ends with the Mulliken spin population.
Geometry (Å):
1 C -1.866 -2.000 5.496  -0.001
2 C -1.286 -3.258 5.597  0.009
3 H -2.945 -1.672 -3.314  -0.002
4 O -1.485 1.407 1.035  0.018
5 C -4.027 -1.632 1.521  0.007
6 C 3.126 -1.109 -0.396  0.077
7 H 4.572 -2.070 -3.846  0.002
8 H 1.154 0.454 2.832  -0.001
9 H -0.564 -3.343 -1.997  -0.002
10 C 2.202 3.593 0.911  -0.016
11 H -1.711 -0.917 -4.857  0.001
12 C -6.730 -1.611 0.755  0.109
13 C -2.602 -1.723 1.806  0.252
14 H 4.685 -2.345 0.406  0.001
15 H 0.811 -2.484 -2.732  -0.003
16 H -1.238 0.623 -6.701  0.000
17 H 2.002 6.921 1.663  -0.002
18 C 4.409 4.584 1.206  -0.041
19 C -2.327 -1.546 4.270  0.043
20 C 2.682 -0.858 1.030  0.022
21 H -4.629 -3.164 2.914  0.019
22 C 1.020 -2.478 1.185  0.043
23 C -2.748 -1.292 -2.312  0.015
24 C -2.209 -2.335 3.123  0.002
25 H 2.614 2.352 -3.016  -0.006
26 C -1.128 -0.025 -4.661  0.004
27 H -3.280 -0.354 -2.162  0.001
28 C -4.502 -0.716 0.564  0.083
29 H -0.665 -2.766 -3.683  -0.002
30 Ti -0.692 0.009 0.242  0.449
31 C 2.524 -0.563 -1.536  0.058
32 C -6.288 -2.480 1.746  -0.062
33 H -0.930 3.387 -0.632  -0.002
34 C 2.461 2.522 -1.953  0.022
35 H 1.632 -1.161 3.406  0.001
36 H -0.055 -0.825 2.957  -0.004
37 H -1.563 -4.231 2.363  -0.001
38 H 1.245 -2.785 0.163  -0.012
39 H 2.699 -0.567 -3.683  0.004
40 H -0.654 3.656 -2.341  -0.005
41 C 0.122 1.375 -3.123  0.163
42 H 2.516 3.589 -1.740  0.004
43 N -1.646 -1.302 1.023  -0.083
44 C -0.637 0.227 -3.377  -0.008
45 C 3.823 5.811 1.476  0.076
46 C 2.445 5.957 1.447  -0.044
47 C 3.605 3.495 0.929  0.092
48 H -6.180 0.006 -0.544  -0.003
49 C 1.652 4.861 1.164  0.080
50 C 0.331 2.255 -4.187  -0.034
51 C -1.632 -3.597 3.240  0.030
52 H 4.069 2.535 0.732  0.011
53 H 3.271 2.023 -1.425  0.006
54 C 3.099 -0.952 -2.756  0.143
55 H 3.016 0.122 1.370  0.001
56 C 4.770 -2.317 -1.724  -0.010
57 H 0.372 2.529 1.097  0.037
58 P -0.957 -0.968 -2.034  0.006
59 C 4.230 -1.960 -0.503  0.001
60 H 1.838 1.525 1.025  -0.117
61 C -0.868 0.840 -5.707  -0.006
62 H -0.012 -2.709 1.400  -0.014
63 H 5.630 -2.974 -1.778  -0.001
64 C -0.134 1.993 -5.464  0.007
65 Cl 4.831 7.183 1.869  0.006
66 C -0.155 3.455 -1.396  -0.015
67 H 1.671 -3.032 1.877  0.004
68 H 3.224 -1.581 1.658  -0.001
69 H 5.487 4.491 1.226  -0.002
70 H 0.505 4.289 -1.153  0.004
71 C -5.830 -0.712 0.189  -0.054
72 C 0.982 -0.616 2.707  0.029
73 C -4.961 -2.486 2.137  0.094
74 H -1.954 -1.375 6.376  0.000
75 H -3.792 0.002 0.171  0.026
76 H 0.886 3.172 -4.025  0.004
77 C -0.274 -2.550 -2.689  0.000
78 H -3.089 -2.010 -1.567  0.000
79 H -2.771 -0.562 4.176  -0.008
80 H -6.990 -3.161 2.213  -0.003
81 O -1.861 1.218 -0.333  0.013
82 H -7.765 -1.624 0.437  0.012
83 H -0.743 -5.047 4.551  0.000
84 C 4.182 -1.811 -2.867  0.017
85 H 0.079 2.681 -6.273  0.000
86 C 1.361 2.424 0.666  0.494
87 H 0.574 4.966 1.162  0.005
88 N 1.239 -1.024 1.318  -0.045
89 C -1.177 -4.057 4.468  -0.004
90 P 0.835 1.825 -1.365  0.009
91 H -0.928 -3.618 6.554  0.002

Question: which arrangement is favored energetically? Ranking from most to least stable: i), ii).

i) C3H4IN as an isolated structure. Source: the OMol25 dataset; level of theory: wB97M-V/def2-TZVPD.

Computed properties:
⟨S²⟩: 2.017
2S+1: 3
E_HOMO (alpha / beta), eV: -7.084 / -8.135

Each line ends with the Mulliken spin population.
Geometry (Å):
1 I -2.812 -0.262 0.095  0.033
2 N -0.946 0.161 -0.288  0.034
3 C 1.060 0.469 -0.050  -0.086
4 H 0.206 -1.347 -1.136  0.006
5 H 0.487 -2.192 0.866  0.943
6 H -0.311 2.107 0.735  0.014
7 C 0.144 -0.643 -0.413  0.687
8 C -0.052 1.204 0.165  0.368
9 H 2.224 0.503 0.025  0.001

ii) A 2-piece molecular cluster, C3H4IN overall. Source: the OMol25 dataset; level of theory: wB97M-V/def2-TZVPD.

Computed properties:
⟨S²⟩: 2.100
2S+1: 3
E_HOMO (alpha / beta), eV: -8.169 / -8.789

Each line ends with the Mulliken spin population.
Geometry (Å):
1 H -0.377 0.972 -0.544  0.005
2 C -1.915 -0.877 0.468  0.602
3 H 2.024 1.831 -0.897  0.023
4 N 0.170 -0.820 -0.046  0.768
5 H 2.778 0.277 -0.337  0.004
6 C 0.557 0.374 -0.302  -0.050
7 C 1.804 0.879 -0.504  0.559
8 I -2.527 -2.595 1.361  0.075
9 H -2.513 -0.041 0.800  0.014

Question: which arrangement is favored energetically? Ranking from most to least stable: ii), i).

i) A 2-piece molecular cluster, C4H4S2 overall. Source: the OMol25 dataset; level of theory: wB97M-V/def2-TZVPD.

Computed properties:
E_HOMO, eV: -9.588

Each line ends with the Mulliken charge.
Geometry (Å):
1 H 0.030 -0.599 1.795  0.268
2 C 0.311 -0.779 0.850  -0.713
3 H -1.646 0.576 -1.373  0.216
4 H -0.251 1.834 -0.913  0.203
5 C -0.242 -0.023 -0.011  0.256
6 C 3.858 0.263 -0.059  0.495
7 S 3.103 1.561 0.302  -0.245
8 H 1.139 -1.378 0.707  0.347
9 C -0.741 0.844 -0.778  -0.570
10 S 4.762 -0.980 -0.298  -0.256

ii) A single C4H4S2 molecule. Source: the OMol25 dataset; level of theory: wB97M-V/def2-TZVPD.

Computed properties:
E_HOMO, eV: -8.782
SMILES: C#CCSC=S

Each line ends with the Mulliken charge.
Geometry (Å):
1 S -2.458 0.599 -0.005  -0.207
2 H 2.223 -1.704 0.099  0.330
3 H 2.912 2.556 -0.462  0.396
4 H 1.525 -0.856 1.508  0.349
5 H -0.323 0.856 0.951  0.269
6 C -0.910 0.197 0.306  -0.181
7 C 2.601 1.562 -0.238  0.108
8 C 2.246 0.434 0.004  -0.346
9 S -0.020 -1.164 -0.315  0.026
10 C 1.616 -0.828 0.432  -0.745

iii) A 2-piece molecular cluster, C4H4S2 overall. Source: the OMol25 dataset; level of theory: wB97M-V/def2-TZVPD.

Computed properties:
E_HOMO, eV: -9.418

Each line ends with the Mulliken charge.
Geometry (Å):
1 C -2.038 -0.231 -0.491  -0.271
2 C -0.867 -0.495 0.270  -0.003
3 H 1.304 3.171 -0.729  0.402
4 C 0.833 2.248 -0.525  -0.235
5 S 0.108 -1.906 -0.165  -0.142
6 S -3.324 0.533 0.150  -0.175
7 C 0.377 1.156 -0.358  -0.412
8 H -0.862 -0.237 1.321  0.368
9 H 1.087 -1.662 0.709  0.163
10 H -2.054 -0.572 -1.524  0.305

Question: which arrangement is favored energetically? Ranking from most to least stable: i), ii), iii).

i) An isolated ion of composition C4H11NS2 and charge -1. Source: the OMol25 dataset; level of theory: wB97M-V/def2-TZVPD.

Computed properties:
⟨S²⟩: 0.754
Charge: -1
2S+1: 2
E_HOMO (alpha / beta), eV: 0.016 / -2.879

Each line ends with the Mulliken spin population.
Geometry (Å):
1 H -2.071 -1.601 -0.835  -0.033
2 H 1.047 2.764 -1.734  0.017
3 H -0.448 -3.290 -1.392  0.003
4 C 1.541 2.513 0.252  0.044
5 H -2.450 -2.230 0.837  0.054
6 C -0.983 -3.459 -0.475  -0.024
7 S 0.177 0.249 -0.590  0.459
8 H 1.767 3.179 1.071  -0.010
9 H -1.848 -4.159 -0.657  -0.005
10 C 0.295 1.611 0.526  -0.073
11 H 0.312 1.265 1.490  -0.007
12 N 1.251 3.392 -0.913  0.004
13 C -1.628 -2.141 0.045  -0.022
14 H 2.181 3.843 -1.207  -0.018
15 H -0.539 2.333 0.448  0.037
16 H -0.594 -3.959 0.389  0.017
17 H 2.325 1.740 0.160  0.049
18 S -0.414 -1.172 0.949  0.506

ii) An isolated ion of composition C4H11NS2 and charge -1. Source: the OMol25 dataset; level of theory: wB97M-V/def2-TZVPD.

Computed properties:
⟨S²⟩: 0.753
Charge: -1
2S+1: 2
E_HOMO (alpha / beta), eV: 0.454 / -3.709

Each line ends with the Mulliken spin population.
Geometry (Å):
1 H 2.841 -2.056 1.091  0.004
2 C 0.262 1.008 -0.498  0.011
3 C 1.746 -2.131 1.149  0.025
4 H 1.606 -0.573 -1.106  -0.029
5 H 0.899 1.580 0.006  -0.008
6 H -1.284 1.031 1.224  0.031
7 H 0.440 -0.781 1.539  0.003
8 N 1.254 -0.778 0.984  0.001
9 H -0.110 -1.159 -0.567  0.106
10 H 1.394 -2.875 0.377  0.005
11 H -3.654 1.974 -2.713  0.022
12 H -1.130 2.399 0.406  0.001
13 H 0.382 1.218 -1.522  0.038
14 C 0.730 -0.453 -0.422  -0.104
15 H 1.567 -2.526 2.146  -0.005
16 S -3.450 2.245 -1.388  0.306
17 C -1.093 1.338 0.133  -0.045
18 S -2.402 0.538 -0.839  0.641

Question: which arrangement is favored energetically? Ranking from most to least stable: i), ii).